The following is a DFT calculation (ωB97M-V/def2-TZVPD) of a cluster of 9 separate species, C5H29N2O9 in total in a non-equilibrium geometry.

Each atom is followed by the atoms it is bonded to, with distances in Å.
Cartesian coordinates (Å):
1 O 2.800 -0.561 3.140  H28 0.959, H30 0.959
2 O -3.566 -0.821 -0.798  C16 1.402, H41 0.971
3 O 1.039 -3.562 -0.830  H23 0.971, H29 0.977
4 O 1.514 3.537 -0.499  H18 0.967, H43 0.971
5 O 0.443 3.021 -2.931  H24 0.972, H45 0.953
6 O 0.531 3.205 2.093  H17 0.971, H26 0.965
7 O -1.616 1.333 -2.571  H20 0.965, H25 0.968
8 O 0.487 -3.198 1.828  H22 0.951, H35 0.988
9 O 0.286 -1.624 -3.267  H21 0.974, H44 0.971
10 N 2.782 0.463 0.071  C12 1.390, H37 1.008, H39 1.013
11 N -2.214 -2.133 0.883  C13 1.542, H31 1.053, H32 1.026, H33 1.019
12 C 1.561 -0.116 0.395  N10 1.390, C14 1.323, H38 1.100
13 C -1.627 -0.762 0.492  N11 1.542, C15 1.542, C16 1.565, H19 1.109
14 C 0.481 0.523 0.814  C12 1.323, C15 1.510, H42 1.103
15 C -0.740 -0.023 1.514  C13 1.542, C14 1.510, H27 1.124, H34 1.087
16 C -2.889 0.057 0.059  O2 1.402, C13 1.565, H36 1.092, H40 1.117
17 H -0.166 3.575 2.659  O6 0.971
18 H 1.650 4.473 -0.296  O4 0.967
19 H -0.967 -1.058 -0.348  C13 1.109
20 H -0.957 1.999 -2.805  O7 0.965
21 H 0.340 -0.766 -3.724  O9 0.974
22 H 0.913 -3.658 2.543  O8 0.951
23 H 1.914 -3.538 -1.248  O3 0.971
24 H 0.644 3.245 -2.006  O5 0.972
25 H -2.296 1.284 -3.258  O7 0.968
26 H 1.317 3.560 2.526  O6 0.965
27 H -0.446 -0.732 2.336  C15 1.124
28 H 2.161 0.131 2.960  O1 0.959
29 H 0.651 -2.838 -1.360  O3 0.977
30 H 3.253 -0.798 2.329  O1 0.959
31 H -2.968 -2.338 0.176  N11 1.053
32 H -2.837 -2.022 1.690  N11 1.026
33 H -1.498 -2.797 1.176  N11 1.019
34 H -1.303 0.720 2.074  C15 1.087
35 H 0.770 -3.579 0.962  O8 0.988
36 H -3.477 0.195 0.968  C16 1.092
37 H 3.511 -0.120 -0.311  N10 1.008
38 H 1.509 -1.184 0.142  C12 1.100
39 H 2.732 1.256 -0.557  N10 1.013
40 H -2.555 0.975 -0.482  C16 1.117
41 H -3.684 -0.713 -1.757  O2 0.971
42 H 0.528 1.599 1.049  C14 1.103
43 H 1.533 3.207 0.413  O4 0.971
44 H -0.639 -1.802 -3.032  O9 0.971
45 H 1.094 2.383 -3.210  O5 0.953

Results
2S+1: 2
Lowest unoccupied orbital energy (spin up / spin down), eV: -0.30 / -0.31
ΔE to the lowest compared entry with this formula, charge and spin, kcal/mol: 78.0
Highest occupied orbital energy (spin up / spin down), eV: -2.34 / -8.55
Molecular weight, u: 261.3

Here are the Löwdin charges for atoms 1 to 5, given in e: -0.059, -0.189, -0.101, -0.056, -0.061